232
Properties=species:S:1:pos:R:3 method="wB97M-V/def2-TZVPD" gap_ev=8.363 energy_ev=-160088.119 charge=+1 lumo_ha=-0.095
Zn 3.39825 1.09337 2.19540
C 0.73076 0.33039 0.00814
O 0.01001 -0.70969 0.68610
O 1.87641 0.51073 0.82103
C 0.91979 0.27825 -1.61345
F -0.20766 0.22894 -2.32543
F 1.71090 1.26388 -1.96083
F 1.54141 -0.80483 -2.04363
C -1.38299 -0.70032 0.35599
C -1.87359 -1.94138 0.98977
H -1.49949 -2.13198 1.99566
H -2.95933 -1.84863 1.01578
H -1.44439 -2.60766 0.24147
H -1.70998 -0.61334 -0.68017
H -1.85813 0.15425 0.83772
H 0.09257 1.20823 0.10912
C -0.48984 -7.56476 -0.59719
C 0.60252 -7.90407 0.40173
C 0.08879 -7.82389 1.82548
O 0.99377 -9.17592 0.10462
H -1.22028 -8.36494 -0.71669
H 0.03708 -7.25180 -1.49860
H -1.03634 -6.65026 -0.36674
H 1.47385 -7.25779 0.29583
H -0.44081 -6.89914 2.05445
H 0.85579 -8.07813 2.55704
H -0.62979 -8.63188 1.96304
H 1.23815 -9.60653 0.92709
C -7.29439 -2.78116 -1.66382
C -5.85269 -2.82618 -1.11985
C -4.86256 -2.00134 -1.92468
O -5.86158 -2.49756 0.21294
H -7.27024 -2.75631 -2.75327
H -7.66143 -1.77255 -1.47382
H -7.98453 -3.58378 -1.40381
H -5.60780 -3.85688 -1.37633
H -5.29086 -1.00014 -1.97224
H -4.68444 -2.43138 -2.91030
H -3.89123 -1.98739 -1.43029
H -6.45409 -1.74226 0.20429
C 5.93799 2.28021 -0.58683
C 4.93406 1.21330 -0.15558
C 4.88101 -0.04442 -1.08122
O 5.19850 0.85142 1.21259
H 6.84949 1.70301 -0.74205
H 6.18867 2.99476 0.19720
H 5.69139 2.85043 -1.48245
H 3.93596 1.64200 -0.24568
H 5.84121 -0.51338 -1.29611
H 4.34876 0.16420 -2.00928
H 4.33548 -0.85522 -0.59841
H 5.87959 0.17489 1.20876
C 4.67809 -2.97565 3.72835
C 4.13536 -2.32082 2.48575
C 2.87897 -3.05212 1.98378
O 3.74038 -0.97228 2.77880
H 4.08635 -2.88667 4.63940
H 5.67038 -2.57184 3.92935
H 4.72381 -4.04214 3.50784
H 4.89635 -2.23555 1.71004
H 2.18097 -3.25172 2.79683
H 3.22657 -3.99127 1.55334
H 2.35445 -2.56861 1.15964
H 3.42777 -1.17391 3.66381
C -0.37013 6.01562 -1.81997
C -1.52452 5.04794 -1.90459
C -1.13990 3.64125 -1.77647
O -2.63995 5.42361 -1.04393
H 0.14357 6.07306 -0.86033
H -0.64671 7.05984 -1.96567
H 0.38699 5.70490 -2.53992
H -1.94530 5.27833 -2.88335
H -0.58249 3.27673 -2.63932
H -1.99110 2.96160 -1.73606
H -0.50490 3.63473 -0.89057
H -2.40015 5.09684 -0.17369
C -4.56030 3.44183 -3.65609
C -5.25228 3.34575 -4.96189
C -4.31920 3.66705 -6.08330
O -5.57054 1.99320 -5.02397
H -3.53016 3.08651 -3.68158
H -5.04250 2.88985 -2.84930
H -4.63593 4.46676 -3.29291
H -6.21117 3.86314 -4.99249
H -3.39983 3.08322 -6.03871
H -3.99687 4.70819 -6.09933
H -4.84322 3.54507 -7.03125
H -5.90393 2.05682 -5.92197
C 0.66317 -0.73801 4.11875
C 0.95069 0.84357 4.13701
C 0.52256 1.53480 5.42160
O 2.32850 1.02469 3.98271
H -0.37720 -0.91764 3.84773
H 0.72110 -1.17048 5.11761
H 1.19868 -1.30783 3.35939
H 0.33964 1.24336 3.32777
H 0.73851 2.59904 5.32749
H 1.09661 1.14811 6.26365
H -0.54408 1.43390 5.62210
H 2.61153 0.78827 4.86904
C 4.73875 8.48592 -0.99287
C 4.10927 7.04712 -0.83314
C 3.61125 6.43303 -2.24078
O 5.05172 6.30357 -0.19192
H 5.80953 8.44960 -1.19337
H 4.66492 9.05099 -0.06370
H 4.20908 8.98689 -1.80316
H 3.20225 7.29300 -0.28091
H 3.35093 5.38045 -2.12943
H 4.41932 6.70140 -2.92129
H 2.73090 6.92980 -2.64857
H 5.36155 6.72724 0.61189
C -4.75783 -4.28398 4.14739
C -5.88277 -4.89292 3.38219
C -6.82081 -5.84722 4.14286
O -6.56019 -3.85867 2.81852
H -4.19623 -5.03189 4.70715
H -5.20971 -3.66756 4.92452
H -4.03811 -3.69676 3.57707
H -5.42621 -5.42611 2.54830
H -7.58306 -5.32667 4.72262
H -6.14649 -6.53670 4.65081
H -7.32863 -6.43415 3.37752
H -6.23500 -3.51395 1.98365
C -3.49292 6.33400 2.32256
C -2.23854 5.51678 2.24031
C -1.61787 5.19157 3.55488
O -2.58587 4.27103 1.67416
H -3.87289 6.57050 1.32869
H -3.27543 7.31220 2.75142
H -4.25490 5.92841 2.98813
H -1.55873 6.07194 1.59397
H -1.76195 6.10146 4.13748
H -0.54631 5.00578 3.48169
H -1.97298 4.24941 3.97243
H -3.42966 3.89212 1.93115
C 6.15967 3.35036 5.07508
C 6.28529 2.35701 3.86677
C 7.51305 1.54055 3.84916
O 5.08571 1.62932 3.81876
H 6.88422 4.16443 5.05450
H 6.39721 2.76509 5.96342
H 5.11496 3.65221 5.14966
H 6.26269 2.92807 2.93861
H 7.63491 1.05580 4.81780
H 8.42481 2.11383 3.68134
H 7.48910 0.73623 3.11392
H 5.00743 1.06013 4.58785
C 1.17101 0.69660 -5.61492
C 1.75685 0.16137 -6.91500
C 0.64001 -0.66564 -7.59033
O 2.04404 1.23758 -7.74874
H 1.09833 -0.12243 -4.89937
H 0.19041 1.15503 -5.74282
H 1.69527 1.51007 -5.11338
H 2.61197 -0.49414 -6.75013
H 1.01596 -1.20042 -8.46254
H -0.20550 -0.02378 -7.83778
H 0.21472 -1.43613 -6.94723
H 1.90045 0.84435 -8.61266
C 2.88656 5.28055 3.04332
C 2.43757 4.03161 2.14576
C 1.88449 4.39515 0.74511
O 3.57037 3.19638 1.99970
H 3.64113 5.83887 2.48926
H 3.09878 4.89459 4.04037
H 2.02546 5.93266 3.18946
H 1.71940 3.40753 2.67760
H 1.42990 5.38393 0.80644
H 1.20284 3.64823 0.33822
H 2.67979 4.41449 -0.00002
H 4.26941 3.78208 1.69983
C 0.58395 -4.16558 -1.28794
C -0.50041 -4.37323 -2.47043
C -0.72462 -3.17247 -3.37767
O -0.01960 -5.33304 -3.32323
H 0.55419 -3.23605 -0.71946
H 1.55920 -4.17346 -1.77470
H 0.72032 -4.98509 -0.58230
H -1.34626 -4.80115 -1.93234
H -1.19119 -2.31135 -2.89924
H -1.32267 -3.51741 -4.22115
H 0.14172 -2.72682 -3.86648
H -0.69544 -5.64288 -3.93056
C -1.49568 -3.96806 6.96281
C -0.20871 -4.62614 6.52873
C 0.35926 -4.34516 5.14320
O 0.65133 -4.28254 7.52413
H -2.32705 -4.39856 6.40459
H -1.36704 -2.96010 6.56838
H -1.61757 -3.87866 8.04228
H -0.33211 -5.69517 6.70206
H 1.22034 -4.99841 5.00212
H 0.87771 -3.40385 4.96080
H -0.34156 -4.53829 4.33101
H 0.69653 -3.32386 7.54611
C 4.21199 -3.95765 -5.83283
C 4.47987 -3.22607 -4.53124
C 3.34582 -3.42643 -3.48093
O 5.63788 -3.76001 -4.03453
H 3.29919 -3.59083 -6.30224
H 4.01374 -5.02458 -5.73041
H 4.99381 -3.91069 -6.59089
H 4.58388 -2.16296 -4.74822
H 3.31384 -4.47320 -3.17872
H 2.38706 -3.05604 -3.84388
H 3.57502 -2.83657 -2.59345
H 6.36979 -3.68184 -4.65079
C -3.08229 -1.44141 -6.82518
C -3.52443 -1.46699 -5.32492
C -2.76735 -0.47494 -4.45780
O -4.86592 -0.99907 -5.44620
H -2.22602 -2.10193 -6.96166
H -2.78767 -0.46152 -7.20085
H -3.90006 -1.75598 -7.47356
H -3.56963 -2.50607 -4.99879
H -3.37604 -0.46317 -3.55366
H -2.57368 0.54652 -4.78520
H -1.75945 -0.85651 -4.29461
H -4.89815 -0.19004 -4.93043
C -4.55746 1.64488 0.98775
C -4.89501 1.68052 2.44476
C -3.92235 1.02826 3.39157
O -4.87331 3.11950 2.76757
H -3.56982 2.06756 0.80331
H -5.30043 2.24010 0.45688
H -4.65554 0.62205 0.62404
H -5.89915 1.28341 2.59341
H -4.13814 -0.04011 3.40198
H -3.93615 1.40249 4.41522
H -2.89396 1.09853 3.03719
H -5.71153 3.52254 2.52975